1.
Molecular formula: C16H17N5O6S2
Method: DFT, ωB97M-V with the def2-TZVPD basis set

Each line ends with the Löwdin charge.
CARTESIAN COORDINATES (ANGSTROEM)
C 0.93 -4.69 -1.73  -0.063
O 1.70 -3.73 -0.96  -0.082
C 0.93 -2.73 -0.27  -0.171
C 1.42 -1.55 0.17  0.108
C 0.28 -0.69 0.66  -0.315
O 0.57 0.33 1.32  0.023
N -0.80 -1.51 0.59  0.026
C -2.08 -1.24 0.98  -0.359
O -2.91 -2.10 0.94  0.134
C -2.54 0.25 1.27  -0.303
C -2.17 0.58 2.69  -0.387
S -1.64 2.33 2.57  0.962
C -1.62 2.25 0.75  -0.520
C -0.84 3.21 -0.09  -0.233
C -1.35 4.68 0.14  -0.197
O -0.70 5.59 -0.75  -0.105
N 0.60 3.01 0.27  0.119
C 1.70 3.27 -0.49  -0.397
O 1.51 4.13 -1.32  0.064
C 2.96 2.54 0.00  -0.283
C 3.94 2.29 -0.89  -0.304
S 5.13 1.35 -0.05  1.039
C 4.26 1.35 1.48  -0.479
C 4.76 0.66 2.71  -0.140
N 4.04 0.54 3.80  0.024
O 2.76 1.12 3.77  -0.062
N 3.04 1.96 1.27  0.052
N -2.16 1.20 0.18  0.110
C -0.53 -2.75 0.07  -0.094
H 0.43 -5.37 -1.09  0.075
H 0.19 -4.18 -2.34  0.086
H 1.58 -5.33 -2.37  0.102
H 2.40 -1.15 0.18  0.107
H -3.62 0.25 1.28  0.140
H -3.05 0.57 3.35  0.093
H -1.35 -0.03 3.02  0.066
H -1.08 2.94 -1.14  0.164
H -1.18 5.15 1.14  0.120
H -2.43 4.83 -0.02  0.120
H 0.09 5.16 -1.19  0.056
H 0.90 2.29 0.95  0.084
H 3.86 2.60 -1.92  0.101
H 5.75 0.23 2.64  0.103
H 2.41 1.14 2.85  0.048
H -0.59 -3.60 0.82  0.183
H -1.16 -2.83 -0.89  0.182

ΔE to the lowest compared entry with this formula, charge and spin: 0.0000 eV
E_tot: -2141.35662 a.u.
E_LUMO: -0.023 hartree
Kohn-Sham gap: 8.46 eV
SMILES: COC1=CC(=O)N(C(=O)[C@H]2CSC([C@@H](CO)NC(=O)c3csc(/C=N\O)n3)=N2)C1


2.
Molecular formula: C4H28NO11S
Method: DFT, ωB97M-V with the def2-TZVPD basis set

Each line ends with the Löwdin charge.
CARTESIAN COORDINATES (ANGSTROEM)
O 0.23 -1.82 -1.80  -0.046
C -0.12 -0.58 -1.80  -0.402
N -1.02 -0.14 -0.77  0.071
C -0.85 1.28 -0.51  -0.349
C -1.37 1.78 0.87  -0.560
S -0.05 1.08 1.99  0.452
C 0.38 0.40 -2.78  -0.012
H -1.43 -0.75 -0.14  0.045
H 0.24 1.48 -0.34  0.056
H -1.37 1.82 -1.35  0.119
H -1.41 2.86 0.90  0.045
H -2.38 1.45 1.16  0.037
H -0.48 0.69 -3.41  0.102
H 1.15 -0.15 -3.36  0.093
H 0.78 1.39 -2.39  0.108
H -1.68 0.11 3.42  -0.062
H -2.52 -0.73 2.45  -0.022
O -2.24 -0.67 3.39  -0.137
H -4.15 1.14 -1.48  -0.038
H -3.66 0.49 -0.28  -0.022
O -4.38 1.00 -0.63  -0.003
H 2.93 3.33 -0.11  -0.076
H 1.75 4.09 -0.02  -0.075
O 2.16 3.54 -0.49  0.074
H 3.10 -0.46 -1.73  0.031
H 2.58 -0.52 -0.26  0.023
O 3.18 0.00 -0.85  -0.097
H 3.01 -2.75 -1.75  0.086
H 1.72 -1.98 -2.40  -0.044
O 2.67 -2.16 -2.48  -0.106
H -4.11 -1.14 1.04  0.066
H -2.78 -1.96 0.54  0.089
O -3.16 -1.05 0.96  -0.139
H 0.30 -1.70 2.15  -0.016
H -0.79 -1.59 3.03  -0.058
O -0.29 -2.26 2.68  -0.033
H 2.46 -0.73 1.47  -0.006
H 1.02 -0.77 1.11  -0.097
O 1.79 -1.28 1.25  -0.040
H 4.14 1.61 -0.47  0.012
H 3.87 1.87 0.99  0.044
O 4.36 2.22 0.24  -0.073
H -1.17 -2.76 1.53  0.026
H -0.89 -2.73 -0.14  0.057
O -1.54 -2.95 0.59  -0.118

ΔE to the lowest compared entry with this formula, charge and spin: 4.2266 eV
E_tot: -1449.82242 a.u.
E_LUMO: 0.103 hartree
Kohn-Sham gap: 7.07 eV
charge: -1


3.
Molecular formula: H3ISi
Method: DFT, ωB97M-V with the def2-TZVPD basis set

Each line ends with the Löwdin charge.
CARTESIAN COORDINATES (ANGSTROEM)
Si -0.34 -0.10 0.08  0.168
I 2.14 -0.07 0.04  0.240
H -0.78 0.53 1.38  -0.096
H -0.29 0.95 -0.84  -0.194
H -0.74 -1.31 -0.65  -0.118

ΔE to the lowest compared entry with this formula, charge and spin: 0.5513 eV
E_tot: -588.96967 a.u.
E_LUMO: 0.012 hartree
Kohn-Sham gap: 9.73 eV
SMILES: [SiH3]I


4.
Molecular formula: C38H35F2N4
Method: DFT, ωB97M-V with the def2-TZVPD basis set

Each line ends with the Löwdin charge.
CARTESIAN COORDINATES (ANGSTROEM)
F 5.54 1.54 0.79  0.053
C 4.58 1.53 1.78  -0.218
C 4.63 2.52 2.77  0.047
C 3.64 2.51 3.76  -0.035
C 2.63 1.54 3.75  0.010
C 2.60 0.53 2.75  -0.188
C 1.57 -0.44 2.77  0.054
C 1.44 -1.51 1.89  -0.042
C 0.28 -2.28 1.80  0.074
C 0.17 -3.39 0.90  -0.193
C 1.32 -3.95 0.26  0.073
C 1.13 -4.90 -0.73  -0.222
F 2.25 -5.40 -1.37  0.054
C -0.12 -5.39 -1.11  0.039
C -1.23 -4.90 -0.42  -0.044
C -1.10 -3.94 0.58  -0.007
C 3.60 0.55 1.73  0.081
H 5.42 3.27 2.77  0.134
H 3.65 3.26 4.55  0.120
H 1.85 1.54 4.51  0.129
H 0.78 -0.29 3.50  0.097
H 2.28 -1.76 1.24  0.102
H -0.58 -2.01 2.41  0.127
H 2.32 -3.63 0.53  0.127
H -0.21 -6.12 -1.91  0.133
H -2.22 -5.27 -0.69  0.118
H -1.98 -3.56 1.10  0.120
H 3.59 -0.19 0.93  0.127
C -2.33 6.17 0.41  -0.086
C -1.47 5.54 -0.51  -0.080
C -1.53 4.16 -0.68  -0.052
C -2.43 3.40 0.06  -0.214
C -2.48 1.91 -0.18  -0.122
N -3.38 1.20 0.74  -0.110
C -4.60 0.68 0.16  -0.134
C -5.66 0.39 1.22  -0.126
N -5.09 -0.23 2.40  -0.083
C -5.91 -1.18 3.12  -0.126
C -5.65 -1.14 4.61  -0.132
N -4.24 -1.04 4.91  -0.108
C -3.83 -1.41 6.27  -0.116
C -2.96 -2.64 6.31  -0.220
C -2.41 -3.03 7.54  -0.044
C -1.62 -4.17 7.62  -0.075
C -1.38 -4.94 6.48  -0.088
C -1.92 -4.56 5.24  -0.083
C -2.72 -3.41 5.16  -0.043
C -3.39 -0.35 4.10  -0.149
C -2.02 -0.15 4.41  -0.095
N -1.21 0.41 3.52  -0.013
C -1.64 1.04 2.44  -0.094
C -2.96 0.83 1.98  -0.147
C -3.84 0.10 2.83  -0.082
C -3.29 4.02 0.98  -0.030
C -3.23 5.41 1.16  -0.072
H -2.29 7.25 0.54  0.103
H -0.76 6.14 -1.09  0.105
H -0.87 3.65 -1.40  0.116
H -2.85 1.72 -1.20  0.132
H -1.46 1.49 -0.13  0.119
H -4.97 1.44 -0.54  0.132
H -4.37 -0.23 -0.42  0.131
H -6.17 1.32 1.49  0.134
H -6.41 -0.29 0.81  0.127
H -6.96 -0.95 2.91  0.128
H -5.72 -2.20 2.73  0.130
H -6.19 -0.29 5.07  0.135
H -6.01 -2.06 5.09  0.132
H -3.31 -0.57 6.76  0.132
H -4.74 -1.60 6.85  0.134
H -2.61 -2.41 8.42  0.121
H -1.20 -4.47 8.59  0.107
H -0.77 -5.85 6.54  0.102
H -1.73 -5.14 4.34  0.098
H -3.16 -3.11 4.21  0.105
H -1.60 -0.47 5.36  0.110
H -0.94 1.68 1.90  0.108
H -4.00 3.42 1.55  0.110
H -3.90 5.89 1.87  0.105

ΔE to the lowest compared entry with this formula, charge and spin: 0.1619 eV
E_tot: -1887.51958 a.u.
E_LUMO: -0.199 hartree
Kohn-Sham gap: 3.83 eV
charge: +1


5.
Molecular formula: C7H4NO4S2
Method: DFT, ωB97M-V with the def2-TZVPD basis set

Each line ends with the Löwdin charge.
CARTESIAN COORDINATES (ANGSTROEM)
C -0.51 -2.37 0.48  -0.013
C -0.14 -1.72 1.48  -0.014
C -0.76 -1.88 -0.76  -0.091
C 0.42 -0.50 1.60  -0.072
C -0.24 -0.60 -0.78  -0.105
C 0.33 0.07 0.31  -0.316
C 4.74 -1.14 -0.52  -0.388
N 4.94 -1.52 -1.59  0.014
O 3.03 0.72 -0.32  -0.653
O 3.56 -0.48 1.81  -0.529
O 1.08 2.28 1.40  -0.465
O -0.49 2.53 -0.63  -0.383
S 4.12 0.21 0.64  0.683
S 0.97 1.80 0.06  0.949
H -1.31 -2.22 -1.57  0.077
H 1.07 0.00 2.43  0.139
H -0.39 -0.19 -1.76  0.109
H -1.03 3.03 0.06  0.057

ΔE to the lowest compared entry with this formula, charge and spin: 4.1442 eV
E_tot: -1421.09052 a.u.
E_LUMO: 0.110 hartree
Kohn-Sham gap: 8.24 eV
charge: -1


6.
Molecular formula: C13H17NOS2
Method: DFT, ωB97M-V with the def2-TZVPD basis set

Each line ends with the Löwdin charge.
CARTESIAN COORDINATES (ANGSTROEM)
C -2.33 -0.75 -0.09  -0.027
C -0.91 -0.47 -0.79  -0.399
C -1.15 0.67 -1.81  -0.038
C -0.42 -1.84 -1.36  -0.317
C 0.76 -1.72 -2.24  -0.164
C 1.92 -1.49 -1.26  -0.136
C 1.20 -1.58 0.08  -0.271
C 0.17 -2.62 -0.18  -0.119
C 0.23 -0.34 0.29  -0.177
C 0.99 1.02 0.30  0.029
C 0.81 2.00 1.35  -0.365
S 1.53 3.62 1.24  0.989
C 0.75 4.23 2.70  -1.152
S 0.58 5.67 3.39  0.678
N -0.01 3.18 3.23  -0.013
C -0.04 2.01 2.61  -0.469
O -0.51 1.03 3.25  0.038
H -2.70 0.04 0.54  0.071
H -3.03 -0.94 -1.01  0.122
H -2.40 -1.58 0.53  0.036
H -1.57 1.64 -1.42  0.100
H -0.12 0.96 -2.20  0.085
H -1.73 0.38 -2.64  0.059
H -1.20 -2.40 -1.87  0.147
H 0.68 -0.88 -3.01  0.128
H 0.89 -2.77 -2.72  0.143
H 2.72 -2.32 -1.33  0.140
H 2.39 -0.52 -1.44  0.097
H 1.78 -1.85 0.90  0.127
H 0.70 -3.52 -0.44  0.120
H -0.60 -2.87 0.65  0.152
H -0.32 -0.54 1.23  0.134
H 1.39 1.32 -0.63  0.080
H -0.46 3.21 4.16  0.169

ΔE to the lowest compared entry with this formula, charge and spin: 1.9455 eV
E_tot: -1431.87048 a.u.
E_LUMO: -0.030 hartree
Kohn-Sham gap: 7.96 eV
SMILES: CC1(C)[C@H]2CC[C@H](C2)[C@H]1/C=C1/SC(=S)NC1=O


7.
Molecular formula: H6NPSi
Method: DFT, ωB97M-V with the def2-TZVPD basis set

Each line ends with the Löwdin charge.
CARTESIAN COORDINATES (ANGSTROEM)
N -2.45 -0.17 0.31  -0.358
Si 0.60 0.40 0.14  0.353
P -1.39 0.78 -0.41  0.426
H 2.81 -1.25 -0.32  -0.030
H -2.58 0.01 1.28  -0.071
H 2.91 -1.75 -0.81  0.032
H 1.45 1.57 0.04  -0.178
H 0.30 0.06 1.59  -0.131
H -1.66 0.34 -1.83  -0.044

ΔE to the lowest compared entry with this formula, charge and spin: 4.0487 eV
E_tot: -689.02912 a.u.
E_LUMO (spin up / spin down): -0.041 / -0.048 hartree
Kohn-Sham gap (spin up / spin down): 7.08 / 7.07 eV


8.
Molecular formula: C30H25N3O6
Method: DFT, ωB97M-V with the def2-TZVPD basis set

Each line ends with the Löwdin charge.
CARTESIAN COORDINATES (ANGSTROEM)
C 5.24 1.47 -3.74  -0.107
O 5.94 1.56 -2.51  -0.194
C 5.61 2.70 -1.76  -0.225
C 4.31 2.59 -1.01  -0.040
C 3.67 1.44 -0.81  -0.049
C 2.41 1.29 -0.11  -0.162
C 1.44 2.24 -0.13  0.056
C 0.15 2.06 0.47  -0.148
C -0.84 3.00 0.40  0.029
C -2.15 2.77 0.91  -0.367
O -3.11 3.49 0.68  0.090
C -2.34 1.55 1.84  -0.333
C -2.31 2.05 3.28  0.042
O -3.65 1.02 1.60  0.070
C -3.77 0.44 0.40  -0.407
O -2.85 0.31 -0.36  0.166
C -5.17 0.00 0.15  -0.129
C -6.26 0.65 0.80  -0.035
N -7.49 0.29 0.60  0.139
C -7.71 -0.72 -0.28  -0.214
C -9.03 -1.16 -0.53  -0.015
C -9.25 -2.17 -1.42  -0.076
C -8.18 -2.79 -2.09  -0.078
C -6.89 -2.39 -1.86  -0.011
C -6.63 -1.35 -0.95  -0.203
N -5.36 -0.97 -0.71  0.212
C -1.33 0.42 1.69  -0.306
O -1.57 -0.69 2.13  0.123
C -0.05 0.77 1.08  -0.050
C 0.95 -0.16 1.06  0.061
N 2.16 0.07 0.51  0.024
C 3.16 -0.93 0.62  -0.218
C 2.88 -2.23 0.23  0.002
C 3.84 -3.21 0.34  -0.023
C 5.10 -2.91 0.86  -0.199
C 6.15 -3.98 0.99  -0.225
O 7.47 -3.48 1.02  -0.058
C 5.37 -1.60 1.26  -0.009
C 4.41 -0.62 1.15  -0.002
H 4.16 1.44 -3.59  0.086
H 5.57 0.55 -4.21  0.092
H 5.49 2.32 -4.38  0.091
H 6.42 2.82 -1.03  0.133
H 5.59 3.59 -2.40  0.126
H 3.93 3.52 -0.61  0.117
H 4.12 0.53 -1.19  0.125
H 1.63 3.17 -0.65  0.123
H -0.68 3.92 -0.14  0.120
H -3.07 2.81 3.41  0.100
H -2.51 1.21 3.95  0.098
H -1.33 2.47 3.51  0.103
H -6.08 1.46 1.48  0.125
H -9.84 -0.67 -0.01  0.112
H -10.25 -2.51 -1.62  0.103
H -8.38 -3.58 -2.79  0.103
H -6.05 -2.85 -2.36  0.114
H 0.79 -1.12 1.52  0.152
H 1.91 -2.47 -0.19  0.125
H 3.62 -4.22 0.03  0.118
H 6.02 -4.50 1.95  0.134
H 6.03 -4.72 0.19  0.124
H 7.64 -3.01 0.19  0.097
H 6.33 -1.37 1.68  0.119
H 4.62 0.39 1.48  0.126

E_tot: -1773.89129 a.u.
E_LUMO: -0.012 hartree
Kohn-Sham gap: 7.32 eV
SMILES: COC/C=C/C1=CC2=CC(=O)[C@@](C)(OC(=O)c3cnc4ccccc4n3)C(=O)C2=CN1c1ccc(CO)cc1


Which formula does entry 4 have? C38H35F2N4


E_tot of number 1 (C16H17N5O6S2)? -2141.35662 a.u.


The lowest E_tot belongs to which entry? C16H17N5O6S2


Which value of E_tot does entry 3 give? -588.96967 a.u.